Below is the molecule C8H12, with properties calculated with the ωB97M-V functional and the def2-TZVPD basis.

XYZ file:
```
20
C8H12 (the ωB97M-V functional and the def2-TZVPD basis)
C 0.3419 -1.3171 -2.1589
C 0.7159 -1.2588 -0.6260
C 1.2500 -2.3153 -0.0109
C 0.1704 1.1015 -0.1875
C -0.0654 -0.1818 0.0244
C -0.9634 -0.6383 1.0771
C -1.0657 2.5771 1.4561
C -0.1796 2.3865 0.4710
H 0.9051 -2.1089 -2.7167
H -0.6274 -1.3526 -2.3389
H 0.5881 -0.3845 -2.4917
H 1.9039 -2.4747 0.9621
H 1.5559 -3.0354 -0.6941
H 0.9736 1.3330 -0.8560
H -0.9433 -1.8648 1.0183
H -2.0685 -0.3838 0.9546
H -0.7408 -0.3765 2.0751
H -1.8123 1.7494 1.6734
H -1.3429 3.5310 1.9894
H 0.3847 3.2453 0.1529
```

Computed properties:
**Energy relative to the best compared isomer or geometry (same formula, charge and spin)**: 63.2 kcal per mole
**Net charge**: 0
**Calculated total energy**: -8486.8405 eV
**Lowest unoccupied orbital energy**: 0.69 eV
**Structure (SMILES)**: C=C/C=C(\C)C(=C)C
**Largest force on an atom**: 6.0 eV Å⁻¹
**Molecular weight**: 108.184 g mol⁻¹
**Orbital gap**: 9.16 eV

So, what does the Löwdin scheme give us? The charges, in e, come out as: number 1, C, carries -0.01; number 2, C, carries -0.29; number 3, C, carries 0.02; number 4, C, carries -0.07; number 5, C, carries -0.30; number 6, C, carries -0.08; number 7, C, carries 0.00; number 8, C, carries -0.16; number 9, H, carries 0.10; number 10, H, carries 0.03; number 11, H, carries 0.04; number 12, H, carries 0.12; number 13, H, carries 0.02; number 14, H, carries 0.10; number 15, H, carries 0.13; number 16, H, carries 0.10; number 17, H, carries 0.06; number 18, H, carries 0.06; number 19, H, carries 0.07; number 20, H, carries 0.08

***

Below is a cluster of 11 separate species, C22H44Br22 in total, with properties calculated with the ωB97M-V functional and the def2-TZVPD basis.

XYZ file:
```
88
C22H44Br22 (the ωB97M-V functional and the def2-TZVPD basis)
Br -2.1959 -0.1229 -0.5128
C -0.9922 -0.1664 -2.0635
C 0.4686 -0.6368 -1.6562
Br 0.4114 -2.3657 -0.6775
H -0.9241 0.7848 -2.5913
H -1.3574 -0.9052 -2.7769
H 1.0638 0.0931 -1.1075
H 0.9771 -0.8350 -2.5998
Br 3.3675 -6.3165 7.2590
C 4.2685 -5.3060 5.8536
C 5.2298 -4.3460 6.5700
Br 5.7398 -2.8690 5.5240
H 3.4489 -4.8368 5.3092
H 4.7596 -5.9408 5.1161
H 6.0779 -4.9206 6.9425
H 4.7308 -3.8067 7.3751
Br 7.8863 -1.1464 -2.0821
C 7.6411 -2.9517 -2.7413
C 8.7340 -3.6956 -1.8956
Br 8.4816 -5.6410 -1.9883
H 7.8988 -2.9967 -3.7995
H 6.6226 -3.2609 -2.5065
H 8.5391 -3.5458 -0.8336
H 9.7160 -3.4415 -2.2946
Br -5.8075 -6.8263 -4.4871
C -6.9295 -5.1843 -4.2860
C -7.9508 -5.1731 -5.4371
Br -9.2378 -3.5958 -5.0251
H -6.3241 -4.2782 -4.3132
H -7.3284 -5.3227 -3.2811
H -8.5088 -6.0895 -5.6296
H -7.4780 -4.9371 -6.3905
Br -1.5662 -0.3814 6.6250
C -0.6206 0.9523 5.6381
C -1.3791 2.2642 5.6296
Br -1.6865 3.1839 7.4078
H -0.3268 0.6036 4.6481
H 0.3197 1.1990 6.1313
H -2.3544 2.2367 5.1438
H -0.8372 3.0419 5.0915
Br 1.4738 10.8895 2.6311
C 0.2087 9.6969 1.6137
C 0.6203 8.2500 1.6247
Br -0.4279 7.1177 0.3544
H 0.1807 10.0323 0.5770
H -0.8321 9.7832 1.9256
H 0.4581 7.7884 2.5988
H 1.6528 8.1522 1.2896
Br -8.4418 0.2925 4.7535
C -8.7292 -1.4717 3.8506
C -10.1690 -1.6976 3.4207
Br -10.4189 -3.5787 2.9521
H -8.4561 -2.2012 4.6130
H -7.9542 -1.7356 3.1311
H -10.3603 -1.1143 2.5199
H -10.8460 -1.4806 4.2470
Br 1.7941 -9.9237 -0.6867
C 1.1714 -9.2119 -2.4817
C 2.3903 -8.7667 -3.2693
Br 1.7572 -7.5101 -4.5818
H 0.6050 -8.3190 -2.2168
H 0.4254 -9.8728 -2.9229
H 2.8562 -9.6535 -3.6989
H 3.0307 -8.3020 -2.5196
Br 9.3314 6.8024 3.3974
C 7.4880 6.0031 3.5258
C 7.3852 4.8703 2.5217
Br 5.5136 4.1536 2.5156
H 6.7842 6.8318 3.4478
H 7.3277 5.5513 4.5047
H 8.0293 4.0566 2.8550
H 7.6492 5.0372 1.4774
Br 2.0338 1.9438 -8.6243
C 3.3077 3.0091 -9.7365
C 4.2759 2.0593 -10.4314
Br 5.3118 0.7519 -9.2583
H 3.8533 3.7343 -9.1328
H 2.7066 3.5678 -10.4538
H 5.0237 2.6465 -10.9644
H 3.6634 1.4630 -11.1077
Br -6.5376 7.0491 2.7203
C -8.1706 6.4146 1.9084
C -7.9076 5.5304 0.7353
Br -9.5576 5.1135 -0.2620
H -8.6922 7.3076 1.5640
H -8.6600 5.8355 2.6915
H -7.4628 4.6111 1.1164
H -7.2633 5.9755 -0.0228
```

Computed properties:
**Energy relative to the best compared isomer or geometry (same formula, charge and spin)**: 93.9 kcal per mole
**Net charge**: 0
**Calculated total energy**: -1564461.1374 eV
**Lowest unoccupied orbital energy**: -0.12 eV
**Structure (SMILES)**: BrCCBr.BrCCBr.BrCCBr.BrCCBr.BrCCBr.BrCCBr.BrCCBr.BrCCBr.BrCCBr.BrCCBr.BrCCBr
**Largest force on an atom**: 2.0 eV Å⁻¹
**Molecular weight**: 2066.482 g mol⁻¹
**Orbital gap**: 9.97 eV

So, what does the Löwdin scheme give us? The charges, in e, come out as: number 1, Br, carries 0.56; number 2, C, carries -0.67; number 3, C, carries -0.64; number 4, Br, carries 0.54; number 5, H, carries 0.06; number 6, H, carries 0.05; number 7, H, carries 0.05; number 8, H, carries 0.05; number 9, Br, carries 0.61; number 10, C, carries -0.68; number 11, C, carries -0.79; number 12, Br, carries 0.66; number 13, H, carries 0.04; number 14, H, carries 0.06; number 15, H, carries 0.06; number 16, H, carries 0.03; number 17, Br, carries 0.63; number 18, C, carries -0.67; number 19, C, carries -0.73; number 20, Br, carries 0.57; number 21, H, carries 0.06; number 22, H, carries 0.05; number 23, H, carries 0.02; number 24, H, carries 0.05; number 25, Br, carries 0.56; number 26, C, carries -0.67; number 27, C, carries -0.59; number 28, Br, carries 0.50; number 29, H, carries 0.06; number 30, H, carries 0.04; number 31, H, carries 0.05; number 32, H, carries 0.05; number 33, Br, carries 0.63; number 34, C, carries -0.72; number 35, C, carries -0.65; number 36, Br, carries 0.52; number 37, H, carries 0.07; number 38, H, carries 0.06; number 39, H, carries 0.05; number 40, H, carries 0.05; number 41, Br, carries 0.56; number 42, C, carries -0.66; number 43, C, carries -0.67; number 44, Br, carries 0.56; number 45, H, carries 0.05; number 46, H, carries 0.06; number 47, H, carries 0.05; number 48, H, carries 0.05; number 49, Br, carries 0.56; number 50, C, carries -0.69; number 51, C, carries -0.69; number 52, Br, carries 0.61; number 53, H, carries 0.04; number 54, H, carries 0.06; number 55, H, carries 0.06; number 56, H, carries 0.05; number 57, Br, carries 0.54; number 58, C, carries -0.66; number 59, C, carries -0.73; number 60, Br, carries 0.65; number 61, H, carries 0.03; number 62, H, carries 0.06; number 63, H, carries 0.07; number 64, H, carries 0.04; number 65, Br, carries 0.56; number 66, C, carries -0.65; number 67, C, carries -0.67; number 68, Br, carries 0.56; number 69, H, carries 0.05; number 70, H, carries 0.06; number 71, H, carries 0.05; number 72, H, carries 0.05; number 73, Br, carries 0.54; number 74, C, carries -0.63; number 75, C, carries -0.64; number 76, Br, carries 0.51; number 77, H, carries 0.06; number 78, H, carries 0.06; number 79, H, carries 0.06; number 80, H, carries 0.05; number 81, Br, carries 0.63; number 82, C, carries -0.73; number 83, C, carries -0.70; number 84, Br, carries 0.59; number 85, H, carries 0.05; number 86, H, carries 0.06; number 87, H, carries 0.06; number 88, H, carries 0.05

***

Below is a cluster of 2 separate species, C5H11NO2 in total, with properties calculated with the ωB97M-V functional and the def2-TZVPD basis.

XYZ file:
```
19
C5H11NO2 (the ωB97M-V functional and the def2-TZVPD basis)
O 1.6623 1.7823 -2.8905
C 1.2711 1.8533 -1.6757
N 0.4762 0.8624 -1.1388
C 0.3148 0.7654 0.2919
C -0.4081 -0.6204 0.6939
C 0.3062 -1.0831 1.8900
C 1.2100 -2.0588 1.8133
H 1.7998 2.4755 -0.9075
H 0.4130 0.0291 -1.8573
H 1.3508 0.7555 0.9182
H -0.2388 1.6181 0.6978
H -0.2644 -1.3322 -0.1018
H -1.5183 -0.4573 0.8091
H 0.2445 -0.5111 2.8392
H 1.4041 -2.6831 0.9287
H 1.6231 -2.6141 2.5655
H -3.7337 0.8767 -1.1782
H -2.4994 0.3200 -2.0086
O -3.4134 0.0218 -1.6892
```

Computed properties:
**Energy relative to the best compared isomer or geometry (same formula, charge and spin)**: 68.8 kcal per mole
**Net charge**: 0
**Calculated total energy**: -10946.2856 eV
**Lowest unoccupied orbital energy**: 0.60 eV
**Structure (SMILES)**: C=CCCNC=O.O
**Largest force on an atom**: 4.5 eV Å⁻¹
**Molecular weight**: 117.148 g mol⁻¹
**Orbital gap**: 10.28 eV

So, what does the Löwdin scheme give us? The charges, in e, come out as: number 1, O, carries -0.05; number 2, C, carries -0.31; number 3, N, carries -0.03; number 4, C, carries -0.21; number 5, C, carries -0.19; number 6, C, carries -0.22; number 7, C, carries 0.01; number 8, H, carries 0.14; number 9, H, carries 0.20; number 10, H, carries 0.15; number 11, H, carries 0.11; number 12, H, carries 0.09; number 13, H, carries 0.12; number 14, H, carries 0.12; number 15, H, carries 0.07; number 16, H, carries 0.02; number 17, H, carries 0.09; number 18, H, carries 0.05; number 19, O, carries -0.14